DFT (ωB97M-V/def2-TZVPD) results for a cluster of 2 separate species, C3H11NO3 in total.

Computed properties:
multiplicity: 1
energy relative to the best compared isomer or geometry (same formula, charge and spin): 43.9 kcal per mole
net charge: 0

Cartesian coordinates (Å):
N -0.640115 -0.119665 0.987760
C -0.216588 -0.289817 -0.400843
C -1.370186 -0.017667 -1.384638
O -2.295543 -1.154911 -1.296956
C 0.845442 0.742873 -0.779727
O 2.163265 0.496647 -0.282661
H -1.286396 0.650544 1.167981
H -1.227519 -0.878266 1.312924
H 0.238702 -1.333994 -0.546643
H -1.014044 -0.127383 -2.405399
H -1.782013 0.906707 -0.983823
H -2.144925 -1.679760 -2.085242
H 0.577461 1.727970 -0.348976
H 0.833867 0.792607 -1.856891
H 2.051837 0.570696 0.682511
O 1.447472 0.360078 2.650593
H 1.587028 -0.534537 2.966268
H 0.570086 0.410387 2.190359

Atoms 1-2, force components in eV/Å:
N -0.7900 -0.2368 0.6813
C 0.5910 -0.2070 -0.7308